Below is 10 unconnected molecules or ions with the total composition C33H60O16 at a distorted geometry, with properties calculated with the ωB97M-V functional and the def2-TZVPD basis.

Atoms and positions in Å:
C -0.432499 -1.706320 -4.870902
C 0.067168 -2.416628 -3.605753
O 1.197699 -2.794300 -3.569117
C -0.967976 -2.646157 -2.551552
H 0.473386 -1.132303 -5.274489
H -1.231616 -0.960472 -4.703940
H -0.772917 -2.429683 -5.612378
H -1.684455 -3.372696 -2.955483
H -1.500501 -1.725314 -2.513626
H -0.560116 -3.030205 -1.603356
C -1.554618 2.392233 -3.153763
C -0.431818 3.369195 -2.931505
O -0.098894 3.896606 -1.851040
C 0.325203 3.789127 -4.207485
H -1.047431 1.522343 -3.530983
H -2.168315 2.831902 -3.918031
H -2.198840 2.275622 -2.307815
H -0.289970 4.338764 -4.894269
H 0.741956 3.067426 -4.830769
H 1.056965 4.513826 -3.903121
C -3.848714 0.516292 -1.502842
C -4.790469 0.945009 -2.521585
O -4.715884 2.056808 -3.055241
C -5.865348 -0.025130 -3.017793
H -3.231217 1.297125 -1.119808
H -3.297865 -0.321427 -1.943809
H -4.371614 -0.009202 -0.712071
H -5.924307 0.080488 -4.121382
H -6.808180 0.358394 -2.642515
H -5.672498 -1.079847 -2.700933
C 1.368463 4.813822 0.933485
C 2.816145 4.621138 1.361205
O 3.106959 4.039327 2.354264
C 3.872350 5.260673 0.449526
H 1.143845 4.323358 0.026705
H 1.110318 5.874404 0.895361
H 0.707245 4.330096 1.692718
H 3.568607 5.164985 -0.615763
H 4.824062 4.753630 0.564406
H 3.965325 6.342577 0.783396
C 2.134033 1.492992 0.283049
C 0.747617 0.719197 0.311122
O 0.268170 0.440937 1.376238
C 0.234598 0.272987 -1.014687
H 2.114440 2.382648 -0.376759
H 2.860058 0.819784 -0.177070
H 2.489410 1.693111 1.297917
H 0.880107 -0.574291 -1.244568
H 0.374921 1.024389 -1.785727
H -0.880818 0.138733 -0.849497
C 2.935006 -1.508121 2.479379
C 2.750509 -2.437071 1.305349
O 1.884190 -2.259126 0.463316
C 3.723291 -3.555885 1.094325
H 3.526878 -0.662810 2.102580
H 3.548513 -1.900320 3.285646
H 1.943995 -1.150325 2.771708
H 4.744772 -3.220611 1.066279
H 3.584557 -3.985963 0.069736
H 3.683347 -4.276571 1.880561
C -6.240378 -1.925875 1.009555
C -5.605698 -0.979895 1.979389
O -5.026365 -0.023331 1.516298
C -5.746260 -1.170964 3.449646
H -7.103331 -2.453456 1.401981
H -5.477835 -2.671129 0.815568
H -6.541296 -1.461579 0.108201
H -5.126266 -1.996126 3.770349
H -6.759177 -1.407958 3.742649
H -5.387958 -0.314654 4.050446
C 0.227586 2.594474 4.568378
C 1.408628 1.769245 4.237440
C 2.594020 2.144123 5.182684
O 3.090666 0.920166 5.717043
C 2.306134 -0.119658 5.257194
O 2.534878 -1.238831 5.406542
O 1.264070 0.330195 4.541252
H -0.058826 2.490255 5.647863
H -0.754418 2.306747 4.084073
H 0.424798 3.638062 4.363081
H 1.700573 1.729723 3.209712
H 2.162705 2.744644 5.968354
H 3.353180 2.723565 4.645318
C -2.279723 -1.845119 3.105626
C -1.062890 -2.399481 2.394709
C -0.468202 -3.583356 3.134074
O -0.868992 -4.740014 2.404457
C -1.368288 -4.381979 1.202227
O -1.572413 -5.177114 0.373544
O -1.478062 -3.010608 1.106339
H -1.988491 -1.549069 4.118337
H -3.125312 -2.557494 3.130114
H -2.740074 -0.954779 2.657725
H -0.385879 -1.584611 2.166055
H -0.866801 -3.612356 4.179789
H 0.626727 -3.566597 3.164187
C 3.969914 -2.222407 -2.224530
C 3.985076 -1.063148 -3.143731
C 3.756213 -1.345667 -4.589212
O 3.033264 -0.146478 -4.995969
C 2.354947 0.308749 -3.887310
O 1.491487 1.105168 -3.881027
O 2.853613 -0.229860 -2.710306
H 2.945723 -2.422912 -2.084279
H 4.423757 -1.966145 -1.256667
H 4.387455 -3.122949 -2.774126
H 4.889014 -0.456219 -2.960789
H 3.101788 -2.261550 -4.813493
H 4.719451 -1.420953 -5.145628

Forces on atoms 1 to 3 (eV/Å):
C 1.3 1.5 -0.2
C -1.7 0.3 -1.0
O 1.4 -0.5 0.4

The charge is 0. The value obtained for the HOMO-LUMO gap is 9.9 eV. Its relative energy (zero: lowest compared OMol25 entry of this formula, charge and spin) is 29.7 kcal/mol. The value obtained for the electronic energy is -67953.4945 eV. The calculation puts the largest force on an atom at 4.02 eV Å⁻¹. The spin multiplicity is 1.